(1)
DFT (ωB97M-V/def2-TZVPD) results for a cluster of 2 separate species, ClH3N2OS in total.

Relative energy (zero: lowest compared OMol25 entry of this formula, charge and spin), kcal per mole: 21.6
LUMO energy, eV: -0.8785

Atoms and positions in Å:
N  0.5967  -1.4044  0.2691
N  -1.3453  1.3531  -0.9297
O  0.9677  1.6370  -0.2199
S  0.0823  1.1950  -1.3415
Cl  -0.8780  -2.0473  0.9771
H  0.5520  -0.4236  0.5674
H  -1.3549  1.7616  0.0479
H  1.3794  -2.0716  0.6296

---

(2)
DFT (ωB97M-V/def2-TZVPD) results for a structure of composition C5H20AgClN10O5.

Multiplicity: 2
Net charge: +1
LUMO energy (spin up / spin down), eV: -4.7131 / -9.0851

Atoms and positions in Å:
Ag  0.6673  -0.4456  -3.0991
Cl  -0.4097  -1.0851  -0.8607
C  2.9865  -3.0393  1.1977
O  3.6052  -3.3155  2.1957
N  1.6134  -2.9778  1.1214
N  3.6350  -2.7055  0.0201
H  1.1287  -2.9817  2.0031
H  1.1332  -2.5515  0.3484
H  4.6229  -2.8832  0.0102
H  3.1319  -2.6146  -0.8407
C  2.6327  1.4632  -1.3222
O  1.9337  1.2940  -2.3501
N  2.4671  0.7281  -0.1969
N  3.7161  2.2746  -1.3561
H  1.6062  0.2235  -0.0698
H  2.9515  0.9511  0.6565
H  4.1142  2.5944  -0.4918
H  3.9264  2.7321  -2.2255
C  -1.4582  2.2490  -2.6500
O  -0.8745  1.4613  -3.4061
N  -2.0944  1.8605  -1.5064
N  -1.5148  3.5833  -2.9321
H  -1.9802  0.8784  -1.3261
H  -2.1545  2.4944  -0.7274
H  -1.1306  3.8157  -3.8309
H  -2.1616  4.1491  -2.4164
C  -3.1227  -3.4654  1.1199
O  -3.9106  -4.2209  1.6852
N  -2.8399  -2.2328  1.6726
N  -2.5353  -3.7429  -0.0657
H  -2.3101  -1.5551  1.1602
H  -2.8701  -2.2370  2.6782
H  -1.8675  -3.1012  -0.4458
H  -2.8195  -4.5632  -0.5660
C  -0.9603  2.3321  1.7085
O  -0.3700  2.8307  0.7591
N  -1.2589  0.9863  1.7234
N  -1.3461  3.0356  2.8115
H  -0.9423  0.4536  0.9358
H  -1.8546  0.6860  2.4736
H  -1.0465  3.9786  2.9694
H  -2.0394  2.6627  3.4353

---

(3)
DFT (ωB97M-V/def2-TZVPD) results for a cluster of 2 separate species, C5H9NO in total.

SMILES: Cc1cc[nH]c1.O
Relative energy (zero: lowest compared OMol25 entry of this formula, charge and spin), kcal per mole: 26.1
LUMO energy, eV: 0.4940

Atoms and positions in Å:
C  -0.4854  0.8112  -2.6907
C  -0.1102  0.3285  -1.3135
C  1.1294  0.6562  -0.7047
C  1.1581  0.1171  0.5601
N  -0.0239  -0.5647  0.7132
C  -0.7222  -0.5573  -0.4494
H  -1.5069  1.1696  -2.7738
H  -0.3435  -0.0068  -3.3960
H  0.2666  1.5454  -2.9559
H  1.9135  1.2196  -1.1849
H  1.7678  0.3234  1.4232
H  -0.2485  -0.9945  1.5972
H  -1.5704  -1.1870  -0.6650
O  -0.4868  -0.7503  3.6213
H  -0.3190  -0.4012  4.5037
H  -0.4185  -1.7093  3.7150

---

(4)
DFT (ωB97M-V/def2-TZVPD) results for the molecule C10H18N2S.

SMILES: CNC1=NCCC2(CCCCC2)S1
Relative energy (zero: lowest compared OMol25 entry of this formula, charge and spin), kcal per mole: 9.6
LUMO energy, eV: 0.8011

Atoms and positions in Å:
C  3.1120  2.9862  -0.6010
N  2.9644  1.7615  -1.3617
C  1.9674  0.8366  -1.1359
N  2.1799  -0.3887  -1.3889
C  1.1515  -1.4005  -1.3251
C  -0.2951  -0.9241  -1.2449
C  -0.5288  0.1090  -0.1335
C  -2.0190  0.5558  -0.0715
C  -2.7999  -0.0904  1.0715
C  -2.3944  -1.5440  1.2810
C  -0.9024  -1.6641  1.6671
C  -0.0908  -0.4201  1.2448
S  0.4483  1.6014  -0.5718
H  3.1865  2.8323  0.5087
H  4.0338  3.4779  -0.9354
H  2.2779  3.6779  -0.7964
H  3.8210  1.2763  -1.6002
H  1.3771  -2.0815  -0.4964
H  1.2438  -1.9957  -2.2574
H  -0.9771  -1.7862  -1.0782
H  -0.5969  -0.5044  -2.2075
H  -2.0758  1.6305  0.0239
H  -2.4891  0.2978  -1.0422
H  -2.6191  0.4419  1.9712
H  -3.8618  -0.0363  0.8625
H  -2.5884  -2.1126  0.3655
H  -3.0288  -1.9870  2.0479
H  -0.7867  -1.7936  2.7699
H  -0.4420  -2.5467  1.2155
H  0.9771  -0.6176  1.2386
H  -0.2448  0.4085  1.9799

---

(5)
DFT (ωB97M-V/def2-TZVPD) results for a cluster of 2 separate species, C14H17NO2S2 in total.

Relative energy (zero: lowest compared OMol25 entry of this formula, charge and spin), kcal per mole: 83.3
LUMO energy, eV: -1.3750

Atoms and positions in Å:
C  2.0917  -3.1631  1.5229
C  0.9755  -3.6138  0.8058
C  -0.2358  -2.9257  0.8994
C  -0.3254  -1.7613  1.6759
C  -1.6308  -1.0226  1.8030
C  -1.7847  0.3761  1.1632
C  -3.2928  0.6047  1.0209
O  -3.6027  0.1931  -0.3306
C  -2.4155  0.2187  -1.0583
O  -2.4354  0.0429  -2.2801
N  -1.3617  0.4434  -0.2281
C  0.7767  -1.3365  2.4186
C  1.9859  -2.0318  2.3469
H  3.0352  -3.7022  1.4588
H  1.0405  -4.5092  0.1927
H  -1.1222  -3.2791  0.3792
H  -2.4134  -1.6541  1.3546
H  -1.8697  -0.8983  2.8742
H  -1.3126  1.1958  1.7464
H  -3.8927  0.0180  1.7338
H  -3.5722  1.6637  1.1489
H  0.6622  -0.4583  3.0690
H  2.8359  -1.6979  2.9490
C  1.3250  3.0305  -3.9682
C  1.2662  1.5156  -4.1178
S  -0.2293  0.7410  -3.3744
C  -0.0286  1.1511  -1.7513
S  0.1002  2.7869  -1.3951
C  1.4027  3.4273  -2.5098
H  2.2390  3.3862  -4.4601
H  0.4759  3.5056  -4.4703
H  1.1998  1.1970  -5.1658
H  2.1189  1.0296  -3.6285
H  0.0796  0.4264  -0.9105
H  2.3090  3.0313  -2.0420
H  1.3583  4.5150  -2.3761

---

(6)
DFT (ωB97M-V/def2-TZVPD) results for the molecule C12H13Cl2N3S2.

SMILES: CCn1c(CSCc2c(Cl)cccc2Cl)n[nH]c1=S
LUMO energy, eV: 0.4453

Atoms and positions in Å:
C  -0.3563  -2.6248  1.9071
C  0.1351  -1.4504  2.7439
N  -0.1141  -0.1862  2.0969
C  0.7438  0.6334  1.4151
C  2.1601  0.3378  1.1225
S  2.3509  -1.1170  0.0222
C  1.9597  -0.4004  -1.6185
C  0.5459  0.0615  -1.7156
C  -0.5109  -0.8511  -1.7122
Cl  -0.1710  -2.5448  -1.7137
C  -1.8339  -0.4420  -1.7267
C  -2.1269  0.9086  -1.7755
C  -1.1055  1.8396  -1.8223
C  0.2128  1.4148  -1.7833
Cl  1.4496  2.6162  -1.8303
N  0.1489  1.7174  1.0234
N  -1.1289  1.6060  1.4489
C  -1.3406  0.4388  2.1097
S  -2.7376  -0.0948  2.7747
H  -0.2128  -3.5471  2.4620
H  -1.4154  -2.5080  1.6929
H  0.1958  -2.6880  0.9744
H  1.2063  -1.5364  2.9345
H  -0.4060  -1.4304  3.6954
H  2.6173  1.2021  0.6448
H  2.7094  0.0764  2.0272
H  2.6614  0.4108  -1.8014
H  2.1542  -1.2220  -2.3083
H  -2.6214  -1.1777  -1.7022
H  -3.1551  1.2343  -1.7843
H  -1.3212  2.8948  -1.8769
H  -1.8062  2.3277  1.2714

---

(7)
DFT (ωB97M-V/def2-TZVPD) results for a cluster of 6 separate species, H14NO5 in total.

Net charge: +1
Relative energy (zero: lowest compared OMol25 entry of this formula, charge and spin), kcal per mole: 18.4
LUMO energy, eV: -2.9018

Atoms and positions in Å:
N  -0.9801  0.6262  -0.0937
H  -1.9746  0.4972  0.1005
H  -0.8130  0.6388  -1.0954
H  -0.4389  1.4033  0.3252
H  -0.4889  -0.1979  0.2894
H  3.7240  -0.7190  -0.8389
H  3.2974  -2.1272  -1.3150
O  3.6283  -1.6302  -0.5509
H  -3.4700  0.2680  2.1092
H  -4.4355  0.0561  0.9619
O  -3.4927  0.0376  1.1743
H  0.7720  -0.5142  -2.8409
H  1.6655  0.5606  -2.2473
O  0.8243  0.1066  -2.1013
H  0.4623  -2.5468  1.1378
H  -0.8517  -2.6046  0.3694
O  -0.0707  -2.0551  0.4990
H  0.7280  2.7207  2.1458
H  1.2464  3.0407  0.7436
O  0.6681  2.4393  1.2272

---

(8)
DFT (ωB97M-V/def2-TZVPD) results for the molecule C3H5BrS.

SMILES: Br[C@H]1CCS1
Relative energy (zero: lowest compared OMol25 entry of this formula, charge and spin), kcal per mole: 35.3
LUMO energy, eV: 0.7321

Atoms and positions in Å:
Br  -2.6437  0.5040  0.1107
C  -1.0150  -0.0932  -0.6689
C  0.4539  0.7762  -0.0433
C  0.9333  -0.5372  0.5690
S  -0.2733  -1.6839  -0.0641
H  -0.9516  -0.2263  -1.6880
H  0.0982  1.4300  0.6704
H  0.7543  1.2615  -0.9190
H  1.9074  -1.0488  0.4568
H  0.7367  -0.3823  1.5765